{"formula": "C5H8N2", "method": "the ωB97M-V functional and the def2-TZVPD basis", "relative_energy_kcal_mol": 161.3, "charge": 0, "energy_ev": -8288.0033, "largest_force_ev_per_a": 4.88, "elements": ["C", "C", "C", "C", "C", "N", "N", "H", "H", "H", "H", "H", "H", "H", "H"], "xyz": [[1.95, 0.54, -0.04], [0.70, -0.08, 0.13], [2.29, 0.14, 1.42], [1.24, -0.87, 1.29], [-2.57, 0.26, -1.61], [-0.63, -0.50, -0.45], [-1.26, 0.51, -1.01], [3.35, -0.20, 1.56], [2.10, 0.98, 2.04], [0.49, -1.14, 2.10], [1.83, -1.78, 0.99], [-2.84, 1.22, -1.90], [-2.48, -0.35, -2.52], [-3.22, -0.16, -0.81], [-0.94, 1.43, -1.19]], "lowdin_charge": [0.090, -0.283, -0.263, -0.217, -0.067, 0.087, -0.148, 0.110, 0.086, 0.130, 0.122, 0.048, 0.086, 0.098, 0.121]}

{"formula": "C22H52N2O7P2SSi", "method": "the ωB97M-V functional and the def2-TZVPD basis", "charge": 0, "smiles": "CCP(C)[Si@](CCCC(=O)O)(C[C@H]1CO1)[PH2]=S.COCCNCCOC.COCCNCCOC", "energy_ev": -78253.8255, "largest_force_ev_per_a": 2.59, "elements": ["C", "C", "P", "C", "Si", "C", "C", "C", "C", "O", "O", "C", "C", "C", "O", "P", "S", "H", "H", "H", "H", "H", "H", "H", "H", "H", "H", "H", "H", "H", "H", "H", "H", "H", "H", "H", "H", "H", "H", "C", "O", "C", "C", "N", "C", "C", "O", "C", "H", "H", "H", "H", "H", "H", "H", "H", "H", "H", "H", "H", "H", "H", "H", "C", "O", "C", "C", "N", "C", "C", "O", "C", "H", "H", "H", "H", "H", "H", "H", "H", "H", "H", "H", "H", "H", "H", "H"], "xyz": [[5.85, 3.16, -3.30], [5.13, 1.82, -3.56], [3.35, 1.66, -3.06], [2.92, 3.10, -2.01], [2.20, 1.92, -4.98], [0.52, 2.72, -4.79], [-0.58, 1.88, -4.13], [-0.56, 1.87, -2.61], [-0.86, 3.21, -2.01], [-1.25, 4.16, -2.62], [-0.75, 3.28, -0.65], [2.18, 0.30, -5.98], [2.33, -0.92, -5.09], [1.33, -0.96, -3.82], [1.43, -1.88, -5.13], [3.37, 3.44, -6.19], [3.49, 5.14, -5.20], [6.64, 3.04, -2.57], [5.19, 3.95, -2.96], [6.31, 3.53, -4.21], [5.66, 1.04, -3.02], [5.25, 1.56, -4.61], [3.79, 3.41, -1.44], [2.60, 3.98, -2.57], [2.15, 2.84, -1.29], [0.17, 3.00, -5.78], [0.67, 3.66, -4.25], [-0.58, 0.85, -4.48], [-1.54, 2.31, -4.42], [-1.34, 1.21, -2.23], [0.38, 1.46, -2.24], [0.17, 3.14, -0.37], [1.25, 0.15, -6.52], [3.05, 0.29, -6.65], [3.35, -1.25, -4.88], [0.71, -1.69, -3.29], [2.23, -1.23, -3.19], [2.70, 3.61, -7.42], [4.60, 2.88, -6.58], [-6.73, -1.00, 0.51], [-5.80, -0.69, -0.51], [-5.73, 0.70, -0.84], [-4.41, 1.30, -0.40], [-4.31, 1.39, 1.05], [-2.99, 1.74, 1.54], [-1.84, 0.78, 1.27], [-1.92, -0.45, 1.96], [-2.71, -1.45, 1.34], [-6.82, -2.08, 0.55], [-6.40, -0.64, 1.49], [-7.71, -0.58, 0.30], [-6.57, 1.25, -0.41], [-5.80, 0.77, -1.93], [-4.32, 2.30, -0.82], [-3.61, 0.68, -0.84], [-4.58, 0.50, 1.45], [-3.07, 1.86, 2.63], [-2.72, 2.72, 1.14], [-0.93, 1.26, 1.64], [-1.68, 0.61, 0.20], [-2.68, -1.38, 0.25], [-3.75, -1.41, 1.68], [-2.31, -2.42, 1.64], [0.07, -0.75, 4.72], [0.09, -1.29, 6.02], [-1.01, -2.13, 6.33], [-0.58, -3.58, 6.45], [-0.20, -4.13, 5.15], [0.44, -5.44, 5.21], [1.77, -5.56, 5.93], [2.85, -4.89, 5.30], [2.98, -3.52, 5.60], [0.85, 0.00, 4.66], [0.26, -1.51, 3.95], [-0.89, -0.27, 4.50], [-1.80, -2.02, 5.58], [-1.41, -1.81, 7.29], [-1.41, -4.17, 6.85], [0.24, -3.62, 7.17], [0.43, -3.48, 4.69], [0.60, -5.77, 4.18], [-0.27, -6.15, 5.66], [2.05, -6.62, 5.93], [1.71, -5.26, 6.99], [2.66, -3.30, 6.63], [2.42, -2.89, 4.91], [4.03, -3.26, 5.51]], "lowdin_charge": [-0.173, -0.474, 0.819, -0.341, 0.359, -0.294, -0.243, -0.123, -0.522, 0.152, 0.071, -0.235, -0.435, -0.054, -0.068, 0.196, 0.066, 0.067, 0.019, 0.060, 0.051, 0.037, 0.037, 0.007, 0.001, 0.084, 0.060, 0.090, 0.115, 0.120, 0.100, 0.099, 0.096, 0.073, 0.145, 0.114, 0.055, -0.064, -0.064, -0.116, -0.194, -0.215, -0.215, -0.043, -0.193, -0.228, -0.194, -0.091, 0.088, 0.078, 0.087, 0.123, 0.122, 0.127, 0.100, 0.070, 0.120, 0.110, 0.119, 0.096, 0.089, 0.074, 0.089, -0.112, -0.193, -0.217, -0.218, -0.051, -0.203, -0.231, -0.179, -0.100, 0.089, 0.077, 0.079, 0.122, 0.121, 0.123, 0.106, 0.069, 0.118, 0.117, 0.120, 0.111, 0.089, 0.072, 0.087]}

{"formula": "C3H7FN2O", "method": "the ωB97M-V functional and the def2-TZVPD basis", "relative_energy_kcal_mol": 25.8, "charge": 0, "smiles": "N/N=C(/CO)CF", "energy_ev": -10968.0495, "largest_force_ev_per_a": 2.03, "elements": ["N", "N", "C", "C", "O", "C", "F", "H", "H", "H", "H", "H", "H", "H"], "xyz": [[0.39, 2.11, -0.20], [-0.49, 1.07, -0.18], [-0.03, -0.09, -0.11], [-1.06, -1.24, -0.07], [-2.38, -0.78, -0.13], [1.41, -0.41, -0.06], [1.58, -1.80, -0.14], [1.09, 2.00, 0.50], [-0.19, 2.90, 0.07], [-0.81, -1.78, 0.85], [-0.93, -1.96, -0.87], [-2.44, 0.06, 0.36], [1.88, -0.04, 0.89], [1.98, -0.01, -0.91]], "lowdin_charge": [0.029, -0.013, -0.286, -0.214, -0.057, -0.143, -0.054, 0.060, 0.083, 0.121, 0.121, 0.084, 0.137, 0.132]}

{"formula": "C18H44BrGaN3O5", "method": "the ωB97M-V functional and the def2-TZVPD basis", "charge": -1, "energy_ev": -156500.2482, "largest_force_ev_per_a": 8.18, "elements": ["C", "C", "C", "C", "N", "Ga", "C", "C", "O", "Br", "H", "H", "H", "H", "H", "H", "H", "H", "H", "H", "H", "H", "H", "H", "C", "O", "C", "C", "N", "C", "C", "O", "C", "H", "H", "H", "H", "H", "H", "H", "H", "H", "H", "H", "H", "H", "H", "H", "C", "O", "C", "C", "N", "C", "C", "O", "C", "H", "H", "H", "H", "H", "H", "H", "H", "H", "H", "H", "H", "H", "H", "H"], "xyz": [[-2.25, -5.08, -1.16], [-2.23, -3.73, -2.10], [-2.27, -2.31, -1.27], [-3.74, -1.59, -1.19], [-4.35, -1.25, -2.54], [-5.69, -2.53, -3.11], [-5.85, -4.20, -1.89], [-7.36, -4.35, -1.20], [-7.63, -5.47, -0.52], [-8.81, -2.97, -1.30], [-3.34, -5.50, -0.97], [-1.76, -4.90, -0.11], [-1.66, -5.92, -1.77], [-1.18, -3.75, -2.67], [-3.05, -3.84, -2.93], [-1.92, -2.56, -0.16], [-1.46, -1.59, -1.77], [-3.56, -0.55, -0.64], [-4.52, -2.17, -0.50], [-4.83, -0.32, -2.39], [-7.12, -1.81, -3.41], [-5.20, -3.09, -4.56], [-5.10, -4.21, -0.98], [-5.58, -5.18, -2.52], [-0.96, 1.18, -2.72], [-0.87, 0.94, -1.32], [0.42, 1.25, -0.78], [0.35, 2.51, 0.11], [0.13, 3.72, -0.69], [-0.22, 4.89, 0.12], [-1.53, 4.83, 0.94], [-2.72, 4.81, 0.15], [-3.08, 3.52, -0.33], [-1.89, 0.74, -3.08], [-0.98, 2.25, -2.94], [-0.13, 0.71, -3.26], [1.19, 1.35, -1.56], [0.70, 0.40, -0.15], [1.29, 2.61, 0.66], [-0.46, 2.35, 0.83], [-0.62, 3.55, -1.35], [-0.31, 5.73, -0.59], [0.61, 5.13, 0.78], [-1.58, 5.76, 1.52], [-1.53, 4.02, 1.68], [-2.81, 2.72, 0.37], [-2.63, 3.34, -1.31], [-4.16, 3.50, -0.46], [5.04, -1.52, 0.13], [5.13, -1.76, 1.53], [6.42, -1.45, 2.07], [6.35, -0.19, 2.96], [6.13, 1.02, 2.16], [5.78, 2.19, 2.97], [4.47, 2.13, 3.79], [3.28, 2.11, 3.00], [2.92, 0.82, 2.52], [4.11, -1.96, -0.23], [5.02, -0.45, -0.09], [5.87, -1.99, -0.41], [7.19, -1.35, 1.29], [6.70, -2.30, 2.70], [7.29, -0.09, 3.51], [5.54, -0.35, 3.68], [5.38, 0.85, 1.50], [5.69, 3.03, 2.26], [6.61, 2.43, 3.63], [4.42, 3.06, 4.37], [4.47, 1.32, 4.53], [3.19, 0.02, 3.22], [3.37, 0.64, 1.54], [1.84, 0.80, 2.39]], "lowdin_charge": [-0.159, -0.261, -0.202, -0.353, -0.213, 0.183, -0.300, -0.695, -0.164, 0.538, 0.059, 0.067, 0.074, 0.101, 0.079, 0.103, 0.099, 0.099, 0.092, 0.017, -0.126, -0.117, 0.042, 0.076, -0.110, -0.216, -0.201, -0.207, -0.054, -0.199, -0.220, -0.186, -0.096, 0.085, 0.071, 0.087, 0.120, 0.113, 0.108, 0.101, 0.066, 0.116, 0.113, 0.116, 0.107, 0.089, 0.070, 0.092, -0.110, -0.198, -0.204, -0.208, -0.057, -0.198, -0.217, -0.185, -0.100, 0.091, 0.073, 0.086, 0.120, 0.118, 0.119, 0.098, 0.066, 0.118, 0.114, 0.118, 0.107, 0.091, 0.069, 0.085]}